Formula: C35H35AlN5O2P2
Source: OMol25
Level of theory: ωB97M-V/def2-TZVPD

Computed properties:
Frontier orbital gap in eV: 7.42
HOMO in eV: -10.1
Strongest force on any atom in eV/Å: 1.40
Lowest unoccupied orbital energy in eV: -2.7
ΔE to the lowest compared entry with this formula, charge and spin in kJ/mol: 374.2
E_tot in eV: -73579.2006

Geometry as ORCA input:
```
! wB97M-V def2-TZVPD RIJCOSX def2/J DEFGRID3
* xyz 1 1
Al 0.236 1.307 0.182
O -1.233 1.737 -0.571
C -1.981 0.890 -1.277
C -3.292 1.003 -1.512
C -4.054 -0.104 -2.048
C -3.531 -1.307 -2.292
C -2.064 -1.575 -2.215
C -1.269 -0.419 -1.590
C 0.042 -0.123 -2.213
N 0.915 0.393 -1.437
N 2.101 0.903 -1.862
C 2.469 1.863 -1.074
O 1.707 2.229 -0.057
C 3.676 2.653 -1.304
C 4.822 2.171 -1.934
C 5.914 3.006 -2.092
C 5.871 4.320 -1.650
C 4.727 4.809 -1.039
C 3.643 3.975 -0.854
H -3.816 1.897 -1.211
H -5.109 0.065 -2.203
H -4.155 -2.103 -2.659
H -1.731 -1.901 -3.205
H 0.186 -0.233 -3.282
H 4.856 1.149 -2.280
H 6.810 2.633 -2.565
H 6.729 4.961 -1.785
H 4.682 5.837 -0.710
H 2.741 4.335 -0.384
C 0.256 4.440 1.953
P 0.024 2.644 2.193
C -1.336 2.568 3.423
C 1.455 2.083 3.165
C 2.064 2.933 4.079
C 3.142 2.502 4.832
C 3.621 1.214 4.670
C 3.025 0.361 3.758
C 1.941 0.783 2.994
P 1.122 -0.319 1.790
C 0.340 -1.549 2.902
C 2.485 -1.299 1.073
H 0.041 5.014 2.854
H -0.431 4.747 1.164
H 1.273 4.631 1.618
H -1.081 3.142 4.313
H -1.525 1.534 3.706
H -2.235 2.980 2.968
H 1.692 3.938 4.200
H 3.603 3.171 5.541
H 4.460 0.873 5.257
H 3.412 -0.640 3.651
H 1.080 -1.892 3.624
H -0.017 -2.388 2.307
H -0.500 -1.107 3.432
H 3.016 -1.862 1.839
H 3.176 -0.638 0.551
H 2.055 -2.000 0.356
C -2.773 -1.723 1.334
C -1.953 -0.845 0.749
N -1.097 -1.174 -0.308
C -1.464 -2.423 -1.054
C -2.254 -3.446 -0.287
C -2.848 -3.084 0.858
C -2.152 -4.838 -0.724
C -2.367 -5.345 -1.934
C -3.056 -4.696 -3.058
C -4.435 -4.487 -2.973
C -5.065 -3.993 -4.105
N -4.395 -3.723 -5.215
C -3.093 -3.944 -5.188
N -2.389 -4.413 -4.173
H -3.358 -1.434 2.191
H -1.856 0.168 1.129
H -0.534 -2.889 -1.411
H -3.397 -3.802 1.446
H -1.790 -5.500 0.054
H -2.118 -6.382 -2.122
H -4.975 -4.729 -2.072
H -6.133 -3.811 -4.133
H -2.549 -3.722 -6.096
*
```



Formula: C35H35BN6O10S5TeY
Source: OMol25
Level of theory: ωB97M-V/def2-TZVPD

Computed properties:
Frontier orbital gap in eV: 7.33
HOMO in eV: -5.1
Strongest force on any atom in eV/Å: 2.01
Lowest unoccupied orbital energy in eV: 2.2
ΔE to the lowest compared entry with this formula, charge and spin in kJ/mol: 138.2
E_tot in eV: -129475.8746

Geometry as ORCA input:
```
! wB97M-V def2-TZVPD RIJCOSX def2/J DEFGRID3
* xyz -1 1
Y 0.639 0.658 -1.020
O 2.926 1.117 -1.919
S 2.733 0.211 -3.060
O 3.141 0.752 -4.328
O 1.360 -0.317 -3.012
C 3.790 -1.173 -2.742
C 4.672 -1.561 -3.737
C 5.506 -2.649 -3.539
C 5.475 -3.329 -2.332
C 4.614 -2.922 -1.323
C 3.754 -1.846 -1.518
S 2.554 -1.573 -0.193
O 2.505 -0.166 0.272
O 3.046 -2.463 0.826
O 1.236 -1.903 -0.747
H 4.670 -0.995 -4.659
H 6.176 -2.968 -4.328
H 6.121 -4.181 -2.167
H 4.596 -3.422 -0.367
N 0.517 2.369 -2.731
C 1.378 2.976 -3.188
C 2.482 3.674 -3.785
C 2.504 3.898 -5.158
C 3.644 4.423 -5.742
C 4.750 4.725 -4.959
C 4.707 4.534 -3.584
C 3.571 4.015 -2.987
H 1.644 3.631 -5.759
H 3.672 4.574 -6.814
H 5.650 5.110 -5.423
H 5.567 4.773 -2.972
H 3.528 3.834 -1.920
C -0.399 4.042 2.505
N 0.523 2.966 2.837
C 0.510 2.203 3.995
C 1.406 1.214 3.835
N 1.976 1.395 2.590
C 1.408 2.441 1.962
S 1.771 3.032 0.408
H -1.229 4.017 3.205
H -0.774 3.884 1.495
H 0.104 5.008 2.545
H -0.163 2.415 4.808
H 1.706 0.417 4.491
H 2.539 0.729 2.077
C 0.705 -4.192 1.912
Te 0.357 -2.068 2.098
C -0.681 -2.724 3.897
C -0.203 -4.107 4.234
C -0.393 -4.681 5.490
C 0.030 -5.975 5.752
C 0.654 -6.715 4.754
C 0.863 -6.144 3.507
C 0.447 -4.839 3.243
H 1.732 -4.344 1.593
H 0.057 -4.611 1.141
H -1.760 -2.729 3.732
H -0.502 -2.029 4.719
H -0.872 -4.101 6.273
H -0.122 -6.407 6.735
H 0.986 -7.728 4.950
H 1.369 -6.706 2.729
O -5.480 -0.521 -1.429
S -5.178 0.734 -2.083
O -5.664 0.870 -3.430
N -3.584 1.066 -1.966
C -3.357 2.098 -1.172
S -1.853 2.788 -0.834
C -4.606 2.708 -0.593
C -4.718 3.764 0.294
C -5.989 4.185 0.661
C -7.127 3.564 0.149
C -7.013 2.488 -0.721
C -5.741 2.078 -1.064
H -3.823 4.234 0.682
H -6.104 5.006 1.359
H -8.109 3.911 0.446
H -7.887 1.987 -1.119
N -3.176 -3.325 -0.782
C -2.646 -1.982 -0.540
C -1.906 -1.489 -1.759
O -2.241 -2.058 -2.887
O -1.081 -0.600 -1.723
H -4.046 -3.461 -0.288
H -2.518 -4.032 -0.482
H -2.920 -2.724 -2.646
H -2.014 -1.883 0.336
H -3.489 -1.294 -0.443
B -2.562 0.756 2.580
C -1.379 0.786 1.560
N -0.480 0.679 0.846
H -2.626 1.825 3.160
H -3.574 0.529 1.950
H -2.284 -0.153 3.344
*
```



Formula: C35H35BO5
Source: OMol25
Level of theory: ωB97M-V/def2-TZVPD

Computed properties:
Frontier orbital gap in eV: 3.07
HOMO in eV: -6.0
Strongest force on any atom in eV/Å: 2.32
Lowest unoccupied orbital energy in eV: -3.0
ΔE to the lowest compared entry with this formula, charge and spin in kJ/mol: 141.7
E_tot in eV: -47772.1513

Geometry as ORCA input:
```
! wB97M-V def2-TZVPD RIJCOSX def2/J DEFGRID3
* xyz 0 1
C -4.900 -3.851 3.278
C -3.971 -2.783 3.575
C -3.457 -2.266 4.737
C -2.456 -1.308 4.349
C -2.381 -1.332 2.979
B -1.344 -0.703 1.964
C -0.367 0.329 2.620
C -0.337 1.705 2.666
C 0.641 2.076 3.646
C 1.184 0.901 4.108
C 2.071 0.552 5.192
O 0.629 -0.157 3.426
C -0.322 -1.759 1.431
C -0.278 -3.125 1.432
C 0.813 -3.521 0.597
C 1.402 -2.359 0.166
C 2.438 -2.054 -0.785
O 0.752 -1.287 0.729
C -2.346 -0.098 0.928
C -2.366 -0.048 -0.446
C -3.431 0.835 -0.826
C -4.024 1.241 0.346
C -5.038 2.206 0.698
O -3.408 0.623 1.410
O -3.361 -2.163 2.503
H -5.335 -4.195 4.220
H -5.705 -3.505 2.618
H -4.394 -4.706 2.805
H -3.729 -2.533 5.749
H -1.854 -0.697 5.013
H -0.979 2.366 2.090
H 0.875 3.083 3.969
H 2.509 1.465 5.595
H 1.532 0.051 6.010
H 2.877 -0.110 4.853
H -0.965 -3.781 1.960
H 1.092 -4.536 0.342
H 2.928 -2.975 -1.108
H 2.017 -1.560 -1.673
H 3.184 -1.383 -0.347
H -1.676 -0.576 -1.101
H -3.684 1.131 -1.838
H -5.504 2.573 -0.215
H -5.809 1.760 1.336
H -4.605 3.066 1.227
C 7.217 0.044 -1.998
O 6.362 0.482 -0.917
C 5.064 0.794 -1.151
C 4.304 1.262 -0.047
C 2.966 1.510 -0.174
C 2.297 1.349 -1.429
C 0.923 1.624 -1.543
C 0.200 1.516 -2.773
C -0.551 2.601 -3.307
C -1.180 2.492 -4.540
C -1.190 1.279 -5.245
C -1.949 1.142 -6.525
C -0.469 0.200 -4.724
C 0.228 0.312 -3.530
C 3.099 0.939 -2.542
C 4.443 0.663 -2.416
H 8.183 -0.067 -1.503
H 6.892 -0.922 -2.411
H 7.289 0.792 -2.803
H 4.829 1.393 0.896
H 2.378 1.832 0.682
H 0.434 2.089 -0.688
H -0.569 3.538 -2.750
H -1.696 3.351 -4.970
H -1.925 0.107 -6.868
H -2.995 1.440 -6.406
H -1.525 1.766 -7.317
H -0.456 -0.740 -5.275
H 0.810 -0.531 -3.161
H 2.645 0.831 -3.526
H 5.027 0.325 -3.271
*
```



Formula: C35H35Cl48N4OS2
Source: OMol25
Level of theory: ωB97M-V/def2-TZVPD

Computed properties:
Frontier orbital gap in eV: 6.75
HOMO in eV: -10.4
Strongest force on any atom in eV/Å: 1.82
Lowest unoccupied orbital energy in eV: -3.6
E_tot in eV: -667606.2067

Geometry as ORCA input:
```
! wB97M-V def2-TZVPD RIJCOSX def2/J DEFGRID3
* xyz 1 1
C -3.655 -5.916 -2.138
C -3.672 -4.607 -1.311
C -3.929 -3.370 -2.188
O -3.399 -2.172 -1.646
C -2.007 -2.016 -1.904
C -1.274 -2.097 -0.580
C -1.953 -1.841 0.602
N -1.294 -1.924 1.732
C -2.030 -1.601 2.976
C -1.935 -0.060 3.251
C -1.067 0.306 4.466
S 0.613 -0.381 4.380
C 1.667 0.927 4.954
S 1.235 1.874 6.205
N 2.904 1.120 4.259
C 3.189 2.565 4.070
C 4.162 2.737 2.882
C 4.022 0.579 5.050
C 3.797 -0.893 5.449
N -0.044 -2.263 1.885
C 0.630 -2.506 0.790
C 2.078 -2.893 0.933
C 2.976 -1.662 1.298
C 0.060 -2.417 -0.504
C 0.874 -2.659 -1.738
C 0.595 -3.781 -2.477
C 1.343 -3.995 -3.623
C 2.338 -3.093 -3.935
C 2.533 -2.025 -3.085
N 1.819 -1.766 -1.999
H -3.158 -5.708 -3.093
H -4.656 -6.296 -2.350
H -3.085 -6.685 -1.613
H -4.457 -4.727 -0.558
H -2.709 -4.531 -0.790
H -5.016 -3.248 -2.246
H -3.605 -3.559 -3.219
H -1.691 -2.855 -2.524
H -1.831 -1.040 -2.366
H -3.001 -1.577 0.573
H -3.088 -1.822 2.853
H -1.592 -2.107 3.834
H -1.522 0.466 2.385
H -2.926 0.348 3.465
H -1.552 0.078 5.420
H -0.962 1.396 4.462
H 3.680 2.997 4.949
H 2.290 3.150 3.880
H 3.930 3.664 2.348
H 5.201 2.840 3.214
H 4.127 1.903 2.177
H 4.951 0.613 4.473
H 4.215 1.155 5.969
H 3.080 -0.986 6.267
H 3.362 -1.396 4.575
H 4.743 -1.392 5.664
H 2.440 -3.450 0.067
H 2.106 -3.600 1.770
H 3.800 -1.632 0.584
H 2.374 -0.756 1.237
H 3.371 -1.823 2.299
H -0.165 -4.514 -2.229
H 1.188 -4.860 -4.257
H 2.965 -3.218 -4.809
H 3.338 -1.332 -3.324
C 5.331 4.822 7.253
Cl 6.028 5.913 8.447
Cl 4.605 3.430 8.064
Cl 4.093 5.676 6.320
Cl 6.595 4.245 6.155
C -3.127 -1.063 -5.794
Cl -3.187 -0.347 -7.402
Cl -4.282 -2.396 -5.695
Cl -1.493 -1.676 -5.478
Cl -3.539 0.156 -4.577
C -4.286 3.972 -7.776
Cl -3.992 5.594 -7.135
Cl -3.483 3.791 -9.340
Cl -3.653 2.764 -6.648
Cl -6.020 3.730 -7.978
C -8.884 1.559 -6.162
Cl -8.960 2.264 -7.783
Cl -10.041 0.226 -6.054
Cl -7.250 0.951 -5.855
Cl -9.290 2.791 -4.964
C -1.197 7.351 -9.510
Cl -0.933 7.277 -7.762
Cl -0.590 8.891 -10.128
Cl -0.331 6.020 -10.291
Cl -2.924 7.213 -9.862
C -1.836 4.381 8.140
Cl -2.367 5.421 6.812
Cl -0.114 4.643 8.441
Cl -2.758 4.765 9.595
Cl -2.102 2.687 7.701
C -0.060 -6.043 2.706
Cl -0.847 -7.534 3.216
Cl 0.392 -5.088 4.122
Cl 1.384 -6.426 1.763
Cl -1.180 -5.100 1.701
C 9.151 0.835 4.533
Cl 9.225 -0.727 5.358
Cl 7.970 1.874 5.347
Cl 10.739 1.603 4.576
Cl 8.656 0.592 2.851
C -7.301 7.146 -9.816
Cl -6.509 8.159 -8.604
Cl -8.126 5.803 -9.014
Cl -8.481 8.109 -10.710
Cl -6.085 6.516 -10.940
C 9.791 7.120 9.394
Cl 9.884 5.545 10.191
Cl 8.584 8.122 10.211
Cl 11.367 7.914 9.469
Cl 9.320 6.895 7.706
C 5.077 -5.574 -0.261
Cl 4.304 -7.088 0.224
Cl 5.449 -4.613 1.176
Cl 6.563 -5.928 -1.140
Cl 3.977 -4.658 -1.308
C -8.118 -4.473 -6.289
Cl -8.915 -2.898 -6.245
Cl -9.288 -5.743 -5.926
Cl -7.429 -4.742 -7.892
Cl -6.821 -4.508 -5.079
*
```



Formula: C35H35CrF5N2O6PS4
Source: OMol25
Level of theory: ωB97M-V/def2-TZVPD

Computed properties:
Frontier orbital gap (alpha / beta) in eV: 6.63 / 6.72
<S²>: 0.775
HOMO (alpha / beta) in eV: -2.5 / -2.6
Strongest force on any atom in eV/Å: 0.99
Lowest unoccupied orbital energy (alpha / beta) in eV: 4.2 / 4.2
ΔE to the lowest compared entry with this formula, charge and spin in kJ/mol: 11.6
E_tot in eV: -146771.5348

Geometry as ORCA input:
```
! wB97M-V def2-TZVPD RIJCOSX def2/J DEFGRID3
* xyz -2 2
Cr 0.172 -0.915 0.410
F -2.550 -3.201 7.164
C -1.776 -2.824 6.130
C -2.014 -3.305 4.857
F -3.023 -4.165 4.661
C -1.210 -2.917 3.797
F -1.476 -3.460 2.616
C -0.139 -2.030 3.943
S 0.964 -1.528 2.691
C 0.065 -1.573 5.253
F 1.057 -0.706 5.520
C -0.721 -1.953 6.323
F -0.475 -1.471 7.556
O 1.841 -4.820 -0.774
S 2.108 -3.485 -0.288
O 2.779 -3.386 0.980
O 0.882 -2.653 -0.410
C 3.298 -2.805 -1.472
C 3.815 -3.738 -2.372
C 4.833 -3.411 -3.250
C 5.363 -2.129 -3.235
C 4.848 -1.194 -2.359
C 3.814 -1.511 -1.478
S 3.295 -0.052 -0.554
O 2.909 0.888 -1.586
O 4.458 0.320 0.218
O 2.162 -0.413 0.318
H 3.391 -4.732 -2.355
H 5.213 -4.157 -3.937
H 6.166 -1.855 -3.909
H 5.235 -0.184 -2.350
C -2.835 0.322 2.423
C -1.891 1.521 2.351
C -2.592 2.772 1.829
P -0.240 1.187 1.523
C 0.892 1.846 2.849
C 0.467 3.130 3.574
C 2.337 1.988 2.381
C -0.035 2.237 0.055
C 0.224 3.608 0.039
C 0.381 4.317 -1.139
C 0.684 5.791 -1.138
C 0.260 3.606 -2.335
C 0.020 2.251 -2.352
C -0.102 1.523 -1.154
N -0.304 0.146 -1.154
C -1.061 -0.347 -2.263
C -0.461 -1.110 -3.266
C 1.012 -1.389 -3.261
C -1.249 -1.598 -4.308
C -2.607 -1.344 -4.391
C -3.439 -1.895 -5.519
C -3.179 -0.547 -3.406
C -2.426 -0.034 -2.361
C -3.075 0.849 -1.342
H -3.686 0.584 3.060
H -2.338 -0.548 2.855
H -3.227 0.011 1.461
H -1.592 1.706 3.384
H -2.815 2.686 0.766
H -1.982 3.668 1.963
H -3.535 2.917 2.365
H 0.867 1.025 3.573
H 0.383 3.987 2.906
H 1.244 3.373 4.304
H -0.469 3.042 4.124
H 2.465 2.875 1.756
H 2.677 1.125 1.821
H 2.986 2.089 3.255
H 0.299 4.145 0.976
H 0.708 6.182 -0.119
H -0.065 6.359 -1.696
H 1.656 5.998 -1.593
H 0.381 4.130 -3.279
H -0.038 1.720 -3.293
H 1.584 -0.522 -2.929
H 1.350 -1.684 -4.256
H 1.227 -2.203 -2.573
H -0.770 -2.203 -5.072
H -2.964 -2.770 -5.964
H -3.578 -1.153 -6.311
H -4.428 -2.190 -5.166
H -4.242 -0.330 -3.439
H -4.161 0.802 -1.420
H -2.756 1.889 -1.466
H -2.780 0.538 -0.345
S -4.168 -2.822 0.048
C -2.667 -2.200 0.207
N -1.631 -1.688 0.355
*
```